ORCA calculation (ωB97M-V/def2-TZVPD) on a 4-piece molecular cluster, C31H67N3O2 overall at a distorted geometry.

The total energy is -41786.0933 eV. As for the LUMO energy: 0.2 eV. Its energy above the lowest of the compared OMol25 structures with the same formula, charge and spin is 1.802 eV. The calculation puts the gap between HOMO and LUMO at 1.83 eV. As for the molar mass: 513.90 g/mol.

The geometry in XYZ format:
```
103
C31H67N3O2 ωB97M-V/def2-TZVPD
H 22.013 4.555 10.012
H 22.106 4.468 16.820
C 19.664 5.722 14.668
H 20.731 3.633 17.210
H 24.520 0.090 13.172
C 20.921 3.098 11.707
H 16.638 -4.987 15.519
H 23.179 -1.645 14.187
H 24.138 5.762 8.732
N 22.111 2.737 10.861
C 24.069 3.775 9.592
C 17.916 -3.319 14.070
C 21.696 3.466 16.898
C 23.190 1.894 11.586
C 18.320 6.088 12.632
H 19.003 -2.678 17.040
C 18.755 -0.122 16.272
C 20.077 6.452 15.916
C 22.560 0.821 12.563
H 20.457 -2.873 15.993
H 19.367 -0.492 13.446
C 20.233 2.457 9.396
H 24.054 -2.402 12.950
H 20.279 3.379 8.851
H 18.694 0.732 15.557
H 15.995 -3.061 13.237
H 25.221 5.701 9.965
N 19.008 -1.377 15.392
C 17.780 -2.023 14.909
H 18.842 5.265 12.224
H 22.154 1.897 8.783
C 21.546 1.921 9.691
C 24.809 5.035 9.124
H 21.014 4.022 12.230
H 23.803 2.671 12.107
H 20.985 6.527 12.338
C 19.748 -2.129 16.425
H 18.604 -3.992 14.573
O 20.687 2.285 15.127
C 23.645 -0.327 12.623
H 21.566 -1.183 16.890
H 15.637 7.019 11.159
H 15.299 -4.019 15.535
H 21.367 7.444 13.579
H 16.676 -4.569 12.865
H 15.117 -5.202 14.578
H 17.572 7.276 14.718
H 25.392 4.835 8.259
C 16.511 5.224 10.405
C 23.261 -1.648 13.131
H 17.457 5.738 13.255
H 19.594 0.347 18.265
C 15.929 -4.638 14.844
H 20.153 8.447 15.404
O 22.505 3.523 14.662
C 19.371 7.781 15.744
H 20.340 7.981 12.161
H 18.779 5.243 14.959
C 22.762 3.936 10.382
N 19.266 6.701 13.623
H 19.622 1.816 8.723
H 17.373 7.943 12.151
H 16.732 7.068 9.737
H 20.591 -0.371 14.559
H 17.168 -2.257 15.858
C 17.760 7.084 11.682
H 22.023 2.605 17.552
C 16.608 6.651 10.738
H 15.656 5.001 9.859
H 22.320 -1.955 12.650
C 19.865 -1.096 14.253
H 19.512 4.110 10.561
H 20.364 4.875 14.297
C 20.585 -1.264 17.258
H 20.337 -2.043 13.915
C 20.516 7.251 12.885
C 16.578 -3.868 13.670
H 18.515 -3.172 13.069
H 18.891 8.344 16.532
H 23.864 1.505 10.844
H 24.876 3.212 10.092
C 19.924 0.073 17.233
H 22.999 4.543 11.200
H 21.151 6.491 15.906
H 17.284 4.894 9.795
H 23.994 -0.502 11.604
H 20.735 2.519 12.593
H 17.798 -0.220 16.707
H 21.418 0.881 9.985
H 18.618 7.488 11.071
H 18.271 8.692 14.120
H 23.900 3.080 8.748
H 17.074 -1.318 14.449
H 19.760 5.970 16.870
C 21.672 3.049 15.429
C 18.499 7.678 14.473
H 20.677 0.747 16.899
H 20.741 -1.677 18.257
H 22.329 1.275 13.467
H 21.591 0.425 12.169
H 18.966 2.556 11.270
C 19.766 3.059 10.754
H 16.481 4.617 11.247
```


ORCA calculation (ωB97M-V/def2-TZVPD) on a 2-piece molecular cluster, C5H11O3 overall at a distorted geometry.

As for the charge: -1. The total energy is -11506.3869 eV. As for the LUMO energy: 3.9 eV. Its energy above the lowest of the compared OMol25 structures with the same formula, charge and spin is 1.681 eV. The calculation puts the gap between HOMO and LUMO at 8.36 eV. As for the molar mass: 119.14 g/mol.

The geometry in XYZ format:
```
19
C5H11O3 ωB97M-V/def2-TZVPD
H 3.507 0.334 -2.879
H -1.632 -0.147 -0.673
C 2.878 0.769 -2.079
H 3.218 1.612 -1.579
H -0.967 1.275 -0.052
H 2.996 -1.159 -0.879
H -3.691 0.723 -0.156
O 1.140 -0.829 -1.634
C -1.647 0.463 0.195
H -3.001 2.246 0.703
C -0.799 -0.359 1.345
H -3.307 0.713 1.602
O 0.159 -1.017 0.873
O -1.282 -0.259 2.464
H 2.052 1.064 -2.831
C -3.061 1.178 0.603
H 2.010 0.173 -0.117
C 2.320 -0.232 -1.070
H 0.531 -0.906 -0.730
```